No. 1
{"formula": "CH4IN4P", "method": "ωB97M-V/def2-TZVPD", "symbols": ["C", "N", "N", "N", "N", "P", "I", "H", "H", "H", "H"], "positions_angstrom": [[-0.32, -0.34, 0.38], [-0.71, 1.03, 0.15], [0.20, 1.65, -0.34], [1.25, 1.04, -0.57], [1.11, -0.44, 0.13], [-1.27, -1.50, -0.71], [2.28, -0.60, 1.84], [-0.81, -0.64, 1.31], [2.27, 1.47, -0.73], [-1.68, -0.56, -1.61], [-2.32, -1.11, 0.14]], "mulliken_charge": [0.15, -0.15, -0.22, -0.01, -0.50, -0.11, 0.11, 0.30, 0.32, 0.05, 0.06], "relative_energy_ev": 2.816, "smiles": "P[C@@H]1N=NNN1I", "homo_lumo_gap_ev": 8.32, "total_energy_ha": -898.39435, "charge": 0, "e_lumo_ha": -0.020, "largest_force_ev_per_a": 6.9, "mol_weight_da": 229.95, "homo_energy_ev": -8.88}

=====

No. 2
{"formula": "C28H64N2O6V", "method": "ωB97M-V/def2-TZVPD", "symbols": ["V", "C", "C", "C", "C", "C", "C", "N", "O", "C", "C", "C", "H", "H", "H", "H", "H", "H", "H", "H", "H", "H", "H", "H", "H", "H", "H", "H", "H", "H", "C", "C", "C", "C", "C", "C", "N", "O", "C", "C", "C", "H", "H", "H", "H", "H", "H", "H", "H", "H", "H", "H", "H", "H", "H", "H", "H", "H", "H", "C", "C", "C", "O", "H", "H", "H", "H", "H", "H", "H", "H", "C", "C", "C", "O", "H", "H", "H", "H", "H", "H", "H", "H", "C", "C", "C", "O", "H", "H", "H", "H", "H", "H", "H", "H", "C", "O", "H", "H", "H", "H"], "positions_angstrom": [[-0.07, 0.00, 0.23], [2.83, 3.76, 0.04], [1.52, 4.06, 0.80], [1.37, 5.58, 0.99], [0.96, 6.30, -0.27], [-0.31, 5.68, -0.84], [-0.24, 4.16, -0.99], [0.34, 3.51, 0.17], [0.43, 2.12, 0.05], [0.54, 3.86, -2.30], [-1.68, 3.68, -1.19], [1.60, 3.49, 2.20], [2.85, 4.31, -0.89], [2.85, 2.69, -0.15], [3.70, 3.99, 0.66], [2.33, 5.97, 1.32], [0.60, 5.78, 1.75], [1.77, 6.30, -1.00], [0.76, 7.37, -0.12], [-0.58, 6.10, -1.81], [-1.11, 5.94, -0.14], [1.34, 4.59, -2.42], [-0.12, 3.94, -3.16], [0.97, 2.85, -2.29], [-1.65, 2.71, -1.68], [-2.23, 4.35, -1.85], [-2.19, 3.58, -0.23], [0.72, 3.79, 2.77], [2.49, 3.71, 2.81], [1.55, 2.40, 2.18], [1.63, -3.79, -0.25], [0.21, -4.31, -0.03], [0.39, -5.64, 0.71], [-0.92, -6.21, 1.24], [-1.63, -5.19, 2.10], [-1.82, -3.84, 1.42], [-0.59, -3.45, 0.79], [-0.60, -2.11, 0.41], [-2.21, -2.84, 2.50], [-3.00, -3.94, 0.42], [-0.40, -4.54, -1.41], [2.07, -3.34, 0.64], [1.62, -3.00, -1.00], [2.24, -4.63, -0.56], [1.08, -5.51, 1.55], [0.85, -6.35, 0.01], [-0.70, -7.12, 1.81], [-1.60, -6.55, 0.45], [-1.16, -5.09, 3.08], [-2.63, -5.61, 2.29], [-3.10, -3.19, 3.01], [-2.38, -1.86, 2.07], [-1.40, -2.75, 3.24], [-3.98, -3.99, 0.90], [-2.91, -4.88, -0.14], [-2.93, -3.15, -0.33], [-0.75, -3.58, -1.81], [-1.25, -5.22, -1.42], [0.30, -4.94, -2.17], [1.57, -1.26, -3.61], [0.86, -0.10, -2.95], [-0.11, 0.56, -3.92], [0.09, -0.61, -1.83], [2.28, -0.87, -4.34], [0.82, -1.86, -4.12], [2.11, -1.87, -2.89], [1.54, 0.66, -2.55], [0.43, 0.81, -4.84], [-0.60, 1.44, -3.50], [-0.89, -0.15, -4.20], [-0.09, -1.56, -1.90], [3.86, 0.36, 1.72], [3.36, -0.05, 0.36], [4.31, -0.98, -0.37], [2.05, -0.66, 0.47], [4.83, 0.83, 1.61], [3.92, -0.50, 2.39], [3.19, 1.09, 2.17], [3.19, 0.82, -0.27], [3.82, -1.35, -1.28], [4.57, -1.88, 0.21], [5.24, -0.51, -0.68], [2.11, -1.50, 0.93], [-4.06, 0.50, 1.36], [-3.40, -0.08, 0.13], [-4.27, 0.04, -1.14], [-2.14, 0.56, -0.12], [-5.03, 0.05, 1.52], [-4.14, 1.58, 1.26], [-3.45, 0.26, 2.24], [-3.23, -1.15, 0.20], [-5.29, -0.28, -0.94], [-3.84, -0.62, -1.89], [-4.28, 1.06, -1.54], [-2.31, 1.50, -0.22], [-0.64, 1.28, 3.11], [-0.09, 0.20, 2.38], [-1.61, 1.02, 3.55], [0.00, 1.62, 3.92], [-0.78, 2.12, 2.43], [0.30, -0.46, 2.95]], "mulliken_charge": [0.31, -1.47, 1.44, -1.15, -0.81, -1.30, 1.67, -0.03, 1.50, -1.47, -1.73, -1.44, 0.37, -0.08, 0.50, 0.38, 0.34, 0.35, 0.43, 0.41, 0.41, 0.40, 0.49, -0.17, -0.16, 0.56, 0.31, 0.39, 0.46, -0.51, -2.14, 1.74, -1.23, -0.88, -1.22, 1.63, -0.15, 1.28, -1.84, -1.74, -1.61, 0.27, 0.18, 0.58, 0.37, 0.47, 0.41, 0.33, 0.39, 0.37, 0.46, 0.04, 0.34, 0.51, 0.42, 0.03, 0.06, 0.38, 0.44, -1.72, 1.19, -1.41, 0.31, 0.44, 0.41, 0.34, -0.11, 0.43, 0.12, 0.36, -0.36, -1.20, 0.84, -1.40, -0.15, 0.42, 0.36, 0.07, -0.27, 0.24, 0.35, 0.39, -0.11, -1.28, 2.06, -1.50, 0.64, 0.39, 0.36, 0.17, -1.27, 0.39, 0.37, 0.30, -0.51, -0.83, 0.10, 0.34, 0.37, -0.03, 0.05], "homo_lumo_gap_ev": [6.17, 6.49], "spin_multiplicity": 4, "total_energy_ha": -2610.14004, "charge": 0, "e_lumo_ha": [0.016, 0.016], "largest_force_ev_per_a": 2.5, "mol_weight_da": 575.77, "homo_energy_ev": [-5.73, -6.05], "s_squared": 3.754}

=====

No. 3
{"formula": "C63H181N28O10P9", "method": "ωB97M-V/def2-TZVPD", "symbols": ["O", "P", "N", "C", "C", "N", "C", "C", "N", "C", "C", "H", "H", "H", "H", "H", "H", "H", "H", "H", "H", "H", "H", "H", "H", "H", "H", "H", "H", "O", "P", "N", "C", "C", "N", "C", "C", "N", "C", "C", "H", "H", "H", "H", "H", "H", "H", "H", "H", "H", "H", "H", "H", "H", "H", "H", "H", "H", "O", "P", "N", "C", "C", "N", "C", "C", "N", "C", "C", "H", "H", "H", "H", "H", "H", "H", "H", "H", "H", "H", "H", "H", "H", "H", "H", "H", "H", "O", "P", "N", "C", "C", "N", "C", "C", "N", "C", "C", "H", "H", "H", "H", "H", "H", "H", "H", "H", "H", "H", "H", "H", "H", "H", "H", "H", "H", "O", "P", "N", "C", "C", "N", "C", "C", "N", "C", "C", "H", "H", "H", "H", "H", "H", "H", "H", "H", "H", "H", "H", "H", "H", "H", "H", "H", "H", "O", "P", "N", "C", "C", "N", "C", "C", "N", "C", "C", "H", "H", "H", "H", "H", "H", "H", "H", "H", "H", "H", "H", "H", "H", "H", "H", "H", "H", "O", "P", "N", "C", "C", "N", "C", "C", "N", "C", "C", "H", "H", "H", "H", "H", "H", "H", "H", "H", "H", "H", "H", "H", "H", "H", "H", "H", "H", "O", "P", "N", "C", "C", "N", "C", "C", "N", "C", "C", "H", "H", "H", "H", "H", "H", "H", "H", "H", "H", "H", "H", "H", "H", "H", "H", "H", "H", "O", "P", "N", "C", "C", "N", "C", "C", "N", "C", "C", "H", "H", "H", "H", "H", "H", "H", "H", "H", "H", "H", "H", "H", "H", "H", "H", "H", "H", "C", "C", "C", "C", "C", "C", "N", "O", "C", "C", "C", "H", "H", "H", "H", "H", "H", "H", "H", "H", "H", "H", "H", "H", "H", "H", "H", "H", "H", "H"], "positions_angstrom": [[-19.88, -9.54, -13.94], [-18.98, -8.38, -13.61], [-19.81, -6.84, -13.55], [-21.16, -6.75, -14.16], [-19.40, -5.76, -12.65], [-17.73, -8.14, -14.72], [-17.94, -8.69, -16.05], [-16.73, -7.12, -14.49], [-18.18, -8.54, -12.13], [-18.88, -8.50, -10.84], [-16.98, -9.52, -12.16], [-21.51, -7.67, -14.63], [-21.19, -5.91, -14.85], [-21.93, -6.53, -13.42], [-19.66, -4.77, -13.04], [-18.32, -5.67, -12.52], [-19.93, -5.87, -11.71], [-16.94, -9.08, -16.27], [-18.51, -9.61, -16.13], [-18.30, -7.97, -16.78], [-16.43, -7.20, -13.44], [-15.88, -7.19, -15.17], [-17.19, -6.13, -14.44], [-19.02, -9.50, -10.42], [-18.33, -7.96, -10.06], [-19.80, -7.93, -10.92], [-16.78, -9.73, -11.11], [-16.08, -9.09, -12.61], [-17.19, -10.41, -12.76], [-24.53, -12.29, -12.03], [-25.11, -11.13, -12.79], [-24.88, -11.15, -14.48], [-24.76, -12.42, -15.22], [-25.42, -9.96, -15.34], [-24.57, -9.56, -12.34], [-23.19, -9.05, -12.69], [-24.94, -8.96, -11.13], [-26.84, -11.14, -12.52], [-27.82, -10.05, -12.86], [-27.43, -12.28, -11.78], [-23.84, -12.99, -15.07], [-24.76, -12.23, -16.29], [-25.58, -13.09, -14.97], [-25.55, -10.37, -16.34], [-24.81, -9.07, -15.44], [-26.40, -9.60, -15.03], [-22.43, -9.71, -12.28], [-23.25, -9.03, -13.78], [-22.99, -8.04, -12.32], [-25.14, -7.90, -11.28], [-25.88, -9.40, -10.77], [-24.22, -9.13, -10.33], [-28.15, -10.08, -13.89], [-28.65, -9.98, -12.15], [-27.33, -9.08, -12.82], [-27.94, -11.87, -10.91], [-26.69, -12.92, -11.30], [-28.11, -12.82, -12.45], [-14.30, -11.36, -6.12], [-15.05, -12.17, -7.10], [-14.14, -13.23, -8.04], [-12.67, -13.20, -7.88], [-14.60, -14.28, -8.89], [-15.85, -11.29, -8.27], [-16.92, -11.87, -9.11], [-15.37, -9.96, -8.75], [-16.30, -13.14, -6.45], [-17.36, -12.51, -5.78], [-15.93, -14.52, -5.87], [-12.35, -12.35, -7.27], [-12.26, -13.12, -8.89], [-12.45, -14.02, -7.19], [-15.63, -14.45, -8.56], [-14.03, -15.20, -8.83], [-14.67, -13.84, -9.88], [-16.47, -12.56, -9.83], [-17.59, -12.44, -8.47], [-17.45, -11.08, -9.64], [-14.59, -10.22, -9.48], [-16.22, -9.46, -9.21], [-14.80, -9.49, -7.96], [-18.26, -13.11, -5.73], [-17.16, -12.32, -4.72], [-17.51, -11.49, -6.16], [-16.80, -15.15, -5.70], [-15.23, -14.41, -5.04], [-15.35, -15.03, -6.64], [-23.33, -8.52, -5.34], [-22.27, -9.49, -5.68], [-22.88, -11.00, -6.25], [-23.69, -11.74, -5.33], [-23.27, -11.08, -7.71], [-21.19, -9.89, -4.40], [-21.27, -9.12, -3.16], [-20.32, -11.08, -4.42], [-21.16, -9.02, -6.90], [-20.06, -9.83, -7.46], [-21.05, -7.59, -7.25], [-24.67, -11.26, -5.23], [-23.15, -11.71, -4.39], [-23.83, -12.78, -5.66], [-24.05, -10.35, -7.94], [-23.54, -12.11, -7.93], [-22.51, -10.81, -8.44], [-21.86, -8.21, -3.30], [-21.78, -9.61, -2.33], [-20.26, -8.89, -2.82], [-20.70, -11.82, -5.13], [-19.35, -10.69, -4.72], [-20.27, -11.52, -3.42], [-20.48, -10.78, -7.80], [-19.54, -9.31, -8.26], [-19.26, -10.02, -6.73], [-22.00, -7.16, -6.94], [-20.85, -7.38, -8.30], [-20.37, -6.98, -6.65], [-26.37, -18.40, -11.90], [-26.04, -17.97, -13.30], [-24.67, -16.99, -13.39], [-24.62, -15.53, -13.61], [-23.53, -17.46, -12.68], [-27.29, -17.28, -14.19], [-28.62, -17.42, -13.69], [-27.21, -16.38, -15.32], [-25.61, -19.28, -14.33], [-26.48, -20.45, -14.57], [-24.50, -19.25, -15.35], [-25.60, -15.06, -13.68], [-24.07, -15.25, -14.51], [-24.06, -15.01, -12.83], [-23.64, -17.26, -11.61], [-22.63, -16.92, -12.97], [-23.33, -18.51, -12.90], [-28.87, -18.47, -13.50], [-28.59, -16.87, -12.75], [-29.46, -17.21, -14.36], [-27.77, -15.46, -15.18], [-26.14, -16.29, -15.53], [-27.63, -16.87, -16.20], [-26.97, -20.46, -15.54], [-25.84, -21.32, -14.43], [-27.33, -20.55, -13.89], [-24.16, -20.25, -15.64], [-23.63, -18.79, -14.89], [-24.85, -18.70, -16.22], [-15.11, -15.66, -16.08], [-15.63, -14.25, -16.08], [-15.56, -13.38, -14.58], [-16.26, -13.88, -13.44], [-14.21, -13.00, -14.14], [-17.31, -14.14, -16.37], [-18.08, -15.40, -16.59], [-18.11, -12.90, -16.11], [-14.97, -13.10, -17.23], [-13.85, -13.54, -18.04], [-15.35, -11.65, -17.21], [-16.68, -13.07, -12.85], [-15.67, -14.44, -12.71], [-17.06, -14.58, -13.71], [-14.32, -12.52, -13.17], [-13.72, -12.21, -14.71], [-13.62, -13.91, -13.99], [-18.89, -15.12, -17.26], [-17.48, -16.15, -17.10], [-18.40, -15.87, -15.66], [-17.55, -12.07, -15.69], [-18.63, -12.54, -17.00], [-18.87, -13.06, -15.35], [-13.57, -14.58, -17.86], [-14.19, -13.54, -19.08], [-12.99, -12.88, -18.00], [-15.70, -11.32, -16.23], [-15.97, -11.39, -18.06], [-14.49, -11.02, -17.45], [-27.94, -15.15, -6.41], [-27.03, -15.94, -7.33], [-27.76, -17.32, -8.21], [-29.17, -17.36, -8.32], [-27.15, -18.56, -8.67], [-25.68, -16.54, -6.56], [-25.74, -17.72, -5.70], [-24.58, -15.60, -6.17], [-26.33, -15.04, -8.66], [-26.15, -13.57, -8.57], [-25.84, -15.63, -9.90], [-29.53, -16.35, -8.14], [-29.60, -18.01, -7.57], [-29.43, -17.76, -9.30], [-26.08, -18.53, -8.44], [-27.34, -18.78, -9.73], [-27.50, -19.43, -8.11], [-24.78, -17.98, -5.25], [-26.42, -17.51, -4.87], [-26.20, -18.53, -6.25], [-24.81, -14.87, -5.40], [-23.73, -16.21, -5.85], [-24.31, -15.02, -7.06], [-27.10, -13.13, -8.86], [-26.00, -13.31, -7.52], [-25.40, -13.15, -9.25], [-26.67, -15.91, -10.55], [-25.25, -16.53, -9.73], [-25.16, -15.02, -10.49], [-21.34, -19.17, -10.89], [-21.78, -20.24, -9.89], [-22.69, -21.54, -10.55], [-22.32, -22.94, -10.35], [-24.06, -21.29, -11.01], [-22.86, -19.65, -8.62], [-23.80, -20.42, -7.72], [-22.67, -18.29, -8.31], [-20.43, -20.95, -9.05], [-20.46, -21.94, -7.90], [-19.05, -20.45, -9.41], [-21.24, -23.05, -10.26], [-22.62, -23.53, -11.21], [-22.78, -23.29, -9.43], [-24.27, -20.23, -11.13], [-24.71, -21.78, -10.29], [-24.17, -21.66, -12.03], [-24.80, -20.00, -7.70], [-23.90, -21.40, -8.19], [-23.43, -20.44, -6.69], [-23.26, -17.77, -9.07], [-23.05, -18.01, -7.33], [-21.62, -18.03, -8.33], [-21.46, -22.25, -7.60], [-19.86, -22.84, -8.01], [-19.99, -21.41, -7.07], [-18.39, -21.27, -9.16], [-18.68, -19.59, -8.86], [-18.99, -20.16, -10.46], [-17.35, -20.81, -16.22], [-18.14, -20.22, -15.08], [-19.29, -19.00, -15.56], [-19.84, -19.10, -16.86], [-20.07, -18.20, -14.64], [-17.09, -19.42, -13.91], [-16.11, -18.40, -14.42], [-17.18, -19.50, -12.47], [-19.11, -21.28, -14.12], [-18.73, -22.64, -14.06], [-20.12, -20.84, -13.12], [-20.84, -19.51, -16.96], [-19.21, -19.73, -17.49], [-19.82, -18.16, -17.41], [-21.12, -18.48, -14.65], [-19.88, -17.15, -14.84], [-19.73, -18.31, -13.61], [-16.20, -17.60, -13.68], [-15.13, -18.86, -14.45], [-16.39, -17.97, -15.38], [-17.60, -20.48, -12.24], [-16.22, -19.41, -11.96], [-17.90, -18.76, -12.13], [-18.55, -22.91, -15.10], [-17.75, -22.73, -13.60], [-19.54, -23.22, -13.62], [-19.73, -20.09, -12.44], [-20.40, -21.72, -12.54], [-21.04, -20.49, -13.60], [-22.43, -15.04, -9.22], [-21.13, -14.53, -9.83], [-20.63, -15.87, -10.39], [-19.49, -15.84, -11.44], [-19.91, -14.96, -12.68], [-20.50, -13.61, -12.22], [-21.39, -13.67, -10.99], [-22.04, -12.48, -10.69], [-19.38, -12.59, -11.97], [-21.37, -13.21, -13.42], [-20.22, -13.94, -8.76], [-23.05, -15.66, -9.87], [-23.00, -14.19, -8.84], [-22.17, -15.63, -8.35], [-20.27, -16.44, -9.53], [-21.40, -16.39, -10.96], [-19.25, -16.78, -11.93], [-18.47, -15.66, -11.10], [-20.56, -15.54, -13.33], [-18.96, -14.86, -13.19], [-18.83, -12.21, -12.83], [-19.66, -11.67, -11.45], [-18.62, -13.06, -11.34], [-22.15, -13.95, -13.58], [-21.88, -12.24, -13.36], [-20.78, -13.04, -14.32], [-19.56, -13.14, -9.08], [-19.52, -14.69, -8.39], [-20.74, -13.75, -7.82], [-22.79, -12.66, -11.26]], "mulliken_charge": [-0.92, 0.59, 0.35, -1.11, -1.09, 0.57, -0.99, -1.04, 0.18, -0.47, -1.14, 0.23, 0.42, 0.34, 0.37, 0.29, 0.33, 0.30, 0.25, 0.22, 0.35, 0.34, 0.28, -0.34, 0.44, 0.31, -0.15, 0.44, 0.30, -0.57, -0.38, 0.35, -0.69, -0.89, 0.20, -1.02, -1.21, 0.61, -1.24, -0.65, -0.19, 0.53, 0.37, 0.42, 0.26, 0.21, 0.29, 0.03, 0.49, 0.37, 0.47, 0.26, 0.30, 0.37, 0.41, 0.45, -0.29, 0.39, -0.87, 0.42, 0.49, -1.21, -1.37, 0.56, 0.31, -0.63, 0.62, -1.50, -1.10, 0.34, 0.34, 0.38, 0.28, 0.30, 0.51, -0.06, 0.48, -0.60, 0.35, 0.03, 0.39, 0.46, 0.54, 0.23, 0.29, 0.33, 0.36, -0.84, 0.19, 0.54, -1.02, 0.03, 0.25, -1.10, -1.24, 0.51, -0.51, -0.95, 0.35, 0.43, 0.06, 0.51, -0.59, -0.25, 0.31, 0.33, 0.35, 0.18, 0.58, 0.45, 0.10, -0.19, 0.44, 0.40, 0.15, 0.35, -0.63, 0.08, 0.65, -0.87, -1.76, 0.46, -0.97, -1.17, 0.74, -1.17, -0.72, 0.42, 0.48, -0.22, 0.15, 0.22, 0.49, 0.19, 0.25, 0.44, 0.43, 0.36, 0.37, 0.30, 0.41, 0.27, 0.39, -0.06, 0.24, -0.86, 0.53, 0.81, -0.30, -1.35, 0.28, -1.09, -0.01, 0.32, -1.10, -0.98, -0.12, 0.41, -0.41, 0.43, 0.24, 0.37, 0.45, 0.31, 0.28, -0.40, 0.65, -0.24, 0.31, 0.38, 0.29, 0.13, 0.34, 0.43, -0.85, -0.01, 0.70, -1.19, -0.57, 0.65, -1.02, -0.35, 0.36, -0.59, -0.24, 0.33, 0.33, 0.29, -0.51, 0.29, 0.39, 0.37, 0.34, 0.25, 0.36, 0.55, -0.58, 0.28, 0.46, -0.02, 0.70, -0.23, -0.39, 0.83, -1.72, 1.19, -1.22, -1.32, 0.80, -0.55, -1.52, 0.42, -1.15, -0.67, 0.33, 0.35, 0.26, 0.15, 0.31, 0.46, -0.13, 0.32, 0.31, 0.39, 0.55, 0.42, 0.28, 0.37, 0.42, 0.34, 0.23, 0.00, -0.79, 0.33, 0.90, -1.13, -0.31, 0.30, -1.03, -0.51, 0.29, -1.12, 0.11, 0.31, 0.35, 0.25, 0.04, 0.31, -0.66, 0.28, 0.30, 0.27, 0.26, 0.44, -0.08, 0.36, 0.33, 0.40, -0.48, 0.19, -0.02, -0.92, 2.58, 0.36, -0.98, -0.42, 2.75, 1.20, 1.86, -0.96, -1.83, -1.61, -0.30, -0.83, 0.92, 0.92, -1.32, -0.91, 0.60, 0.67, -0.79, 0.10, -0.22, 0.07, 0.17, 0.25, -0.07, -0.66, 0.53, 0.42, -0.68], "homo_lumo_gap_ev": [8.13, 4.23], "spin_multiplicity": 2, "total_energy_ha": -7866.64611, "charge": 1, "e_lumo_ha": [-0.063, -0.206], "largest_force_ev_per_a": 3.3, "mol_weight_da": 1770.09, "homo_energy_ev": [-9.83, -9.83], "s_squared": 0.754}